Computed, not measured: a molecular structure, C18H31AlCl2N2O4 at a distorted geometry, with the ωB97M-V functional and the def2-TZVPD basis.

Output
E_LUMO	0.2	eV
energy above the lowest of the compared OMol25 structures with the same formula, charge and spin	0.00	kcal per mole
DFT total energy	-61986.806	eV

Element x y z (Å)
O -1.111 0.753 -0.497
C -1.523 0.493 -1.791
C -3.031 0.214 -1.877
C -3.806 -0.017 -0.747
H -3.336 -0.012 0.239
C -5.156 -0.354 -0.876
H -5.724 -0.569 0.026
C -5.737 -0.435 -2.143
H -6.786 -0.706 -2.249
C -4.971 -0.172 -3.281
H -5.405 -0.231 -4.279
C -3.622 0.162 -3.144
H -2.976 0.349 -4.004
H -1.325 1.374 -2.437
C 0.756 -0.202 -2.693
C -0.645 -0.617 -2.397
H 1.282 -0.913 -3.344
H 1.301 -0.154 -1.735
H 0.769 0.799 -3.147
C -1.086 -1.894 -2.345
C -0.292 -3.116 -2.619
H -2.113 -2.081 -2.043
H -0.722 -3.662 -3.473
H -0.375 -3.787 -1.750
H 0.769 -2.893 -2.820
Al -0.009 -0.002 0.766
Cl -1.743 -1.016 1.816
Cl 0.881 -1.975 -0.072
C 1.326 -1.685 2.631
O 1.253 -0.458 2.287
N 2.122 -2.142 3.571
C 3.187 -1.326 4.135
C 1.956 -3.494 4.105
H 0.745 -2.489 2.162
H 3.167 -0.326 3.687
H 4.149 -1.814 3.932
H 3.045 -1.275 5.221
H 1.041 -3.931 3.682
H 1.879 -3.444 5.199
H 2.816 -4.126 3.837
H 4.494 2.757 -0.142
H 3.052 5.004 -0.445
C 3.799 2.390 -0.912
C 2.362 4.413 -1.068
N 2.467 2.992 -0.746
H 3.741 1.298 -0.873
C 1.416 2.337 -0.252
O 1.490 1.162 0.225
H 1.330 4.728 -0.876
H 0.456 2.891 -0.312
H 4.201 2.717 -1.883
H 2.615 4.591 -2.125
C -0.165 1.654 3.288
O -0.537 1.554 1.905
H -0.636 2.533 3.740
H 0.917 1.760 3.308
H -0.464 0.755 3.838
H -1.488 1.637 1.796

Atoms 1-3, force components in eV/Å:
0.92 0.23 1.02
0.03 -0.37 -0.67
0.36 0.10 -0.28